The following is a quantum chemistry calculation of a molecular structure, C74H156F12N10O24S4, from OMol25.

```
280
Properties=species:S:1:pos:R:3:mulliken_charge:R:1
C 2.94117 5.82090 3.87850 -0.766
O 1.71921 5.63150 3.21101 0.265
C 0.54882 6.04274 3.88611 -0.206
C 0.17679 5.05978 4.95669 -1.069
N 0.15489 3.71256 4.33782 1.741
H -0.50673 3.59757 3.62871 -0.946
H 1.06336 3.61112 3.97720 -0.380
C -0.11969 2.60817 5.33410 -1.028
C 1.07755 1.76754 5.43693 0.084
O 2.12823 2.54920 5.87771 -0.437
C 3.32060 1.77908 6.03091 -0.337
H 3.07035 5.30912 4.83422 0.276
H 3.06163 6.90185 4.15030 0.312
H 3.75664 5.54386 3.16041 0.059
H -0.29463 6.10660 3.16200 -0.205
H 0.69333 7.03677 4.34592 0.622
H -0.77547 5.28290 5.35417 0.489
H 0.85576 4.92963 5.82640 0.410
H -1.03321 2.04827 4.93762 -0.021
H -0.42013 3.05686 6.25532 0.549
H 1.21617 1.48114 4.37568 -0.181
H 1.02479 0.84667 6.05153 0.887
H 4.15711 2.30260 5.53358 0.343
H 3.17777 0.81728 5.53673 -0.153
H 3.35815 1.55518 7.09485 0.357
C 3.65436 -2.00157 6.79597 -0.925
O 2.31252 -1.86035 6.33414 -0.079
C 1.86587 -2.98753 5.65459 -1.206
C 0.77252 -2.70743 4.64488 0.885
N -0.25150 -1.80704 5.27633 2.783
H 0.24381 -1.24861 5.96970 0.170
H -0.65478 -0.98622 4.59396 -1.065
C -1.30966 -2.52810 6.02424 -0.425
C -1.85388 -1.48560 6.99369 -0.632
O -0.75657 -0.99014 7.73324 -0.269
C -1.07844 0.16727 8.46976 -0.814
H 4.31761 -2.20656 5.97909 0.291
H 3.63924 -2.83135 7.50890 0.366
H 3.89852 -1.08683 7.26250 0.234
H 1.60258 -3.80196 6.44401 0.360
H 2.60158 -3.47318 4.99130 0.550
H 0.31070 -3.67870 4.32093 0.102
H 1.22466 -2.15236 3.81447 -0.804
H -0.75386 -3.26076 6.56622 0.892
H -2.08908 -2.84749 5.35156 -0.468
H -2.59692 -1.94098 7.69688 0.519
H -2.32567 -0.64990 6.42043 0.166
H -0.15083 0.43054 8.97878 0.234
H -1.80615 -0.14176 9.21332 0.341
H -1.45630 0.92783 7.81940 0.320
C -2.22343 4.74760 -5.95628 -0.878
C -1.76842 3.70974 -6.96133 -0.983
C -1.05284 2.57992 -6.23028 0.669
C -0.54811 1.45760 -7.13458 -0.977
N -0.22482 0.19791 -6.36195 0.311
C 0.46837 -0.76269 -7.28218 -0.940
C 0.29879 -2.09716 -6.58237 0.376
C -1.24313 -1.97694 -6.26312 -1.386
C -1.40657 -0.54242 -5.78080 1.328
C 0.77255 0.52329 -5.26531 -0.803
H -2.63058 5.60460 -6.46113 0.505
H -1.34707 5.06844 -5.39235 0.163
H -2.95550 4.38691 -5.26348 0.096
H -1.08359 4.19616 -7.71515 0.376
H -2.53356 3.35045 -7.64704 0.434
H -1.72726 2.10879 -5.53236 -0.278
H -0.23064 2.93555 -5.62890 0.178
H 0.44713 1.67811 -7.67097 0.434
H -1.29246 1.23124 -7.85230 0.436
H 1.47737 -0.43792 -7.44474 0.364
H -0.09832 -0.68107 -8.22731 0.584
H 0.86439 -2.15211 -5.67830 -0.595
H 0.49324 -2.91239 -7.23734 0.779
H -1.70002 -2.54313 -5.48738 0.446
H -1.80892 -2.09008 -7.23868 0.301
H -1.31853 -0.52031 -4.68411 -1.077
H -2.35282 -0.02036 -5.98305 0.613
H 1.52482 1.02529 -5.84313 0.746
H 0.97257 -0.41958 -4.80459 0.141
H 0.28874 1.14823 -4.53608 -0.241
C -5.04222 -6.19573 5.22590 -1.458
C -3.71291 -5.55768 4.71586 -0.784
C -3.77830 -4.48007 3.66876 1.171
C -4.26573 -5.00093 2.26771 -1.157
N -4.16826 -3.97927 1.06770 0.621
C -5.20252 -2.94251 1.35485 0.027
C -6.12417 -3.06365 0.13133 -0.502
C -5.91381 -4.43416 -0.45000 -0.842
C -4.42047 -4.61571 -0.25927 -0.149
C -2.82345 -3.24878 1.04614 -0.339
H -5.67479 -6.74072 4.54343 0.333
H -5.62576 -5.41154 5.71217 0.352
H -4.83712 -6.96988 5.95349 0.431
H -3.15128 -6.36336 4.26096 0.405
H -3.23070 -5.18593 5.62059 0.301
H -2.72143 -4.18704 3.63004 -0.538
H -4.32931 -3.62057 4.15903 0.280
H -5.27757 -5.28208 2.14923 0.677
H -3.62583 -5.87515 1.99465 0.317
H -4.66206 -2.03242 1.33965 -0.286
H -5.68805 -3.02392 2.30119 0.546
H -5.81898 -2.30971 -0.55932 -0.135
H -7.12475 -2.78347 0.32264 0.520
H -6.34458 -4.60848 -1.43130 0.544
H -6.47786 -5.10364 0.24731 0.276
H -3.87106 -4.06160 -0.94836 0.069
H -3.95731 -5.63594 -0.19901 0.309
H -2.69912 -2.71854 2.01729 -0.804
H -2.77096 -2.71602 0.13359 0.426
H -2.12752 -4.13464 0.98333 0.389
C -0.27466 9.01224 1.78818 -1.184
C -1.50117 8.59867 0.95690 -0.914
C -1.46772 7.25907 0.36431 0.889
C -0.27738 7.14269 -0.69225 -1.140
N -0.17528 5.89152 -1.46788 0.998
C 0.27891 4.79447 -0.52298 -0.237
C 1.72908 5.16045 -0.29865 0.510
C 2.27894 5.55410 -1.63763 -0.558
C 0.99204 5.93420 -2.44397 -0.265
C -1.52831 5.59207 -2.05362 -0.729
H -0.51878 9.73722 2.54171 0.464
H 0.54562 9.49969 1.28689 0.346
H 0.07487 8.11326 2.33316 0.142
H -1.74040 9.31049 0.15892 0.433
H -2.30642 8.58467 1.69472 0.407
H -2.41377 7.16159 -0.16123 0.205
H -1.32434 6.53198 1.13742 -0.630
H 0.58443 7.34089 -0.07142 0.346
H -0.43315 7.98880 -1.38956 0.655
H 0.15317 3.89021 -1.12778 0.079
H -0.39564 4.67660 0.32469 -0.269
H 2.20056 4.24924 0.14132 -0.061
H 1.77370 5.99310 0.45404 -0.003
H 2.72762 4.71587 -2.09457 0.257
H 2.85419 6.49089 -1.48650 0.345
H 0.81606 5.27848 -3.34296 -0.055
H 1.03210 6.98688 -2.82961 0.401
H -2.13457 5.22428 -1.28530 0.433
H -1.28720 4.84732 -2.84331 -0.346
H -1.93086 6.52732 -2.43225 0.472
C 6.88944 -6.01372 -1.91291 -1.463
C 5.84888 -6.11168 -3.04777 -0.765
C 4.44660 -5.73473 -2.68242 0.520
C 3.49453 -5.64944 -3.83910 -1.116
N 2.04392 -5.47457 -3.36630 0.679
C 1.52163 -6.52668 -2.48579 -0.219
C -0.00702 -6.66660 -2.80959 -0.157
C -0.17079 -5.90768 -4.19520 -0.441
C 1.24511 -5.58650 -4.62318 -0.652
C 1.87968 -4.13943 -2.78059 0.373
H 7.85008 -6.40594 -2.20036 0.425
H 6.66222 -6.44194 -0.94324 0.359
H 7.17633 -5.01391 -1.76095 0.386
H 5.83349 -7.09013 -3.60364 0.378
H 6.15053 -5.45441 -3.83110 0.325
H 4.47785 -4.82573 -2.07604 -0.161
H 4.06550 -6.52990 -2.02512 0.409
H 3.51845 -6.51577 -4.47116 0.714
H 3.68001 -4.75494 -4.42764 0.295
H 1.66597 -6.21222 -1.41481 -0.166
H 2.08187 -7.41472 -2.75078 0.772
H -0.52822 -6.18610 -2.02301 -0.481
H -0.29352 -7.69421 -2.93985 0.775
H -0.82597 -5.03331 -4.21270 -0.176
H -0.58680 -6.66816 -4.80687 0.694
H 1.31331 -4.65020 -5.22062 0.083
H 1.57140 -6.43002 -5.27129 0.600
H 0.82877 -3.91718 -2.85057 0.035
H 2.37428 -3.36269 -3.37680 -0.939
H 2.16750 -4.03719 -1.74438 -0.175
C 3.44829 -5.35205 1.90042 -1.268
C 3.65889 -4.02807 1.09789 0.054
C 2.59284 -2.94460 1.45043 1.430
C 2.43569 -2.02437 0.22350 -0.141
N 1.39078 -0.94375 0.47688 1.192
C 1.38941 0.08966 -0.58857 -0.343
C 0.75813 1.31326 0.04502 1.173
C 0.93554 1.10492 1.52023 0.127
C 1.68891 -0.17385 1.72885 1.855
C 0.02032 -1.52693 0.54860 0.114
H 3.97189 -6.17290 1.41280 0.412
H 2.34672 -5.46954 1.93775 0.122
H 3.87776 -5.24041 2.91605 0.353
H 3.73460 -4.23166 0.03308 -0.553
H 4.69836 -3.65906 1.35901 0.378
H 2.91260 -2.35643 2.28422 -0.170
H 1.62473 -3.43238 1.65451 -0.815
H 2.12748 -2.50608 -0.70456 -0.582
H 3.36697 -1.54102 0.01571 0.542
H 0.98984 -0.30945 -1.52420 0.366
H 2.47194 0.22389 -0.86249 -0.255
H -0.34292 1.47142 -0.17767 -0.735
H 1.20106 2.23086 -0.36478 -0.504
H -0.02786 1.20453 2.01497 -0.804
H 1.51729 1.91969 1.93926 -0.003
H 1.16734 -0.65861 2.54181 -0.743
H 2.78564 -0.12597 1.85264 -0.484
H -0.03294 -2.36114 1.21116 -0.112
H -0.28572 -1.73205 -0.48028 -0.288
H -0.64657 -0.70945 0.83308 -0.203
C -8.39436 4.54060 -2.57025 -1.407
C -6.96231 4.47525 -1.98825 -0.479
C -6.41169 3.09226 -1.57264 -0.823
C -4.90737 3.09094 -1.68383 -0.082
N -4.20999 1.79624 -1.26760 1.564
C -2.72722 1.86582 -1.32672 0.009
C -2.35046 1.94737 -2.76390 0.718
C -3.51125 1.08632 -3.49044 -0.319
C -4.44803 0.74023 -2.35919 -0.813
C -4.67205 1.35847 0.06582 -1.118
H -8.62465 5.55991 -2.93734 0.369
H -9.17389 4.26661 -1.87251 0.351
H -8.47075 3.79375 -3.33801 0.381
H -6.88350 5.18129 -1.15594 0.339
H -6.26593 4.85011 -2.77566 0.316
H -6.98225 2.33966 -2.15525 0.285
H -6.73629 2.84154 -0.58134 0.578
H -4.42330 3.79079 -0.99333 0.119
H -4.56114 3.31433 -2.71351 0.038
H -2.39719 0.94752 -0.83620 -0.605
H -2.35691 2.64808 -0.71906 0.076
H -1.41747 1.39794 -2.95542 -0.568
H -2.31425 2.98222 -3.14067 0.506
H -3.13803 0.15412 -3.84285 -0.170
H -3.98604 1.64705 -4.25925 0.650
H -4.13111 -0.17282 -1.84832 -0.042
H -5.54219 0.65923 -2.58702 0.620
H -5.73487 1.27200 0.11930 0.581
H -4.29001 2.07268 0.80193 -0.085
H -4.10238 0.42559 0.23474 0.223
O -2.95060 3.94108 3.00280 -0.646
C -2.40206 3.86404 1.64650 -0.994
O -3.11154 4.21937 0.70882 -0.582
O -1.19672 3.53243 1.60464 1.327
H -3.90177 3.89008 2.93000 0.431
O -3.07960 0.57849 2.67271 -0.636
C -2.32092 -0.31828 3.40598 0.154
O -1.14968 0.11023 3.68559 -0.318
O -2.79960 -1.40051 3.64065 -0.514
H -2.59775 1.41939 2.62946 0.103
O -1.87700 -3.49522 -1.77879 -0.347
C -1.66548 -2.27834 -2.49295 -1.015
O -2.61996 -1.44533 -2.37484 -0.476
O -0.52318 -2.13308 -3.03740 1.099
H -0.98244 -3.88377 -1.61936 -0.443
O 0.08051 -6.83915 0.48629 -0.568
C 0.09123 -5.42763 0.72618 -0.426
O 0.19453 -4.77953 -0.31543 1.189
O -0.08767 -4.96909 1.89405 -0.659
H -0.04430 -7.22861 1.37063 0.395
C 6.96632 -0.64879 2.83481 0.369
F 6.95180 -0.44630 1.53799 -0.169
F 7.10531 -1.95220 3.07526 -0.203
F 7.95295 0.10663 3.29700 -0.220
S 5.39742 0.05047 3.55241 1.065
O 4.46909 -0.79846 2.90226 -0.817
O 5.58495 -0.04225 4.99167 -0.678
N 5.32064 1.56031 3.02388 -0.703
S 4.68419 2.16346 1.70722 1.639
O 4.18351 1.13136 0.82211 -0.579
O 3.75912 3.22116 2.08492 -0.658
C 6.06556 2.97243 0.87699 0.259
F 6.96262 3.43642 1.78298 -0.239
F 6.69231 2.23117 -0.02972 -0.171
F 5.61393 3.99508 0.28002 -0.186
C 5.86526 -1.48520 -4.41131 0.332
F 6.56348 -0.60347 -3.71192 -0.190
F 6.35273 -1.44127 -5.62317 -0.204
F 5.97768 -2.80018 -3.92792 -0.148
S 4.09265 -1.14119 -4.42082 1.163
O 3.53937 -1.81013 -5.61500 -0.800
O 3.62270 -1.62876 -3.16570 -0.446
N 4.10092 0.41942 -4.66247 -0.555
S 3.84990 1.55224 -3.69223 0.564
O 2.41297 1.65957 -3.45977 -0.201
O 4.73860 1.72529 -2.60537 -0.618
C 4.28275 2.89718 -4.85698 0.389
F 3.59541 2.88290 -5.98394 -0.201
F 3.95778 4.04526 -4.28551 -0.194
F 5.61889 2.96855 -5.07853 -0.217
```

Output
Energy ... -219244.7858 eV
Total charge ... +2